1.
20
Properties=species:S:1:pos:R:3:forces:R:3:lowdin_spin:R:1 method="wB97M-V/def2-TZVPD" e_tot_ha=-274.06837 homo_ev="1.1 / -6.4" total_charge=-1 multiplicity=2 lumo_energy_ev="3.581 / 3.482" homo_lumo_gap_ev="2.472 / 9.890" s_squared=0.75
C -0.25093 -0.09805 -1.28754 0.08 1.69 -0.24 0.106
C -1.59213 0.08613 -0.57564 0.90 0.76 1.50 0.010
C -1.30887 0.72766 0.83679 -1.11 -0.77 -1.28 0.023
C -0.41845 -0.06948 1.77204 1.63 0.31 -0.06 0.027
C -0.42920 -1.61131 1.72859 -0.55 0.56 -0.17 0.014
H 0.45802 0.70893 -1.03898 -0.31 0.03 0.52 0.045
H -0.37839 0.21181 -2.33073 0.24 -1.36 -0.31 0.027
H 0.33459 -0.96556 -0.99920 -0.29 -0.43 -0.77 0.016
H -2.18251 -0.82829 -0.48467 -0.02 0.03 -0.19 0.001
H -2.16619 0.88114 -1.06708 -0.14 -0.50 -0.30 0.006
H -0.89007 1.68505 0.51114 0.24 0.06 0.79 0.023
H -2.28029 0.91877 1.31458 0.11 0.06 0.03 0.001
H 0.63890 0.16644 1.57600 -0.17 0.18 -0.44 0.028
H -0.50864 0.38052 2.76384 -0.37 -0.55 0.32 0.003
H -0.28045 -1.96815 0.70819 -0.11 0.14 -0.02 0.003
H 0.42916 -1.99196 2.27799 -0.18 -0.11 0.35 0.004
H -1.37235 -2.03931 2.07698 0.12 -0.11 0.20 0.001
H 2.78587 1.65630 -2.04835 -0.12 -0.41 0.03 0.140
H 4.13235 0.99928 -2.03912 -0.54 -0.41 -0.04 0.115
O 3.17303 0.74662 -2.07929 0.58 0.81 0.08 0.406

2.
20
Properties=species:S:1:pos:R:3:forces:R:3:mulliken_charge:R:1 method="wB97M-V/def2-TZVPD" e_tot_ha=-274.11222 homo_ev=-10.3 total_charge=0 multiplicity=1 lumo_energy_ev=0.997 homo_lumo_gap_ev=11.264
C -1.35202 1.12664 1.63504 0.02 0.35 0.18 -1.189
C -0.54350 1.78992 0.51968 -0.04 0.40 -0.32 0.577
C -0.80399 1.19034 -0.85703 -1.01 -0.53 -0.17 -1.129
O -0.78386 3.20664 0.51298 -0.23 0.08 -0.16 -0.558
H -1.69131 0.12410 1.38457 0.21 -0.15 0.03 0.337
H -2.23862 1.73918 1.81039 -0.06 -0.07 -0.06 0.310
H -0.79295 1.12325 2.57420 -0.08 -0.14 -0.09 0.307
H 0.51716 1.74593 0.72435 0.30 -0.25 0.18 0.243
H -1.77386 0.67094 -0.87524 0.07 0.15 0.09 0.354
H -0.88310 1.94933 -1.63238 0.39 0.13 -0.03 0.393
H -0.09054 0.42918 -1.16590 0.27 0.13 0.10 0.049
H -1.53405 3.39798 -0.06846 0.17 -0.12 0.25 0.297
C 2.12587 -1.87528 -0.61011 -0.04 -0.16 0.52 -0.810
C 0.86337 -2.76183 -0.48141 0.05 0.65 -0.57 -0.744
H 2.89640 -2.40146 -1.16444 0.15 -0.09 0.01 0.322
H 1.95383 -0.95059 -1.14788 -0.25 0.15 -0.13 0.215
H 2.56264 -1.58925 0.34628 -0.07 -0.07 0.09 0.255
H -0.01644 -2.23154 -0.83697 -0.11 0.18 -0.10 0.201
H 0.57676 -3.10767 0.51357 0.56 -0.13 -0.06 0.281
H 1.00823 -3.57579 -1.18124 -0.29 -0.52 0.24 0.289

3.
20
Properties=species:S:1:pos:R:3:forces:R:3:mulliken_charge:R:1 method="wB97M-V/def2-TZVPD" e_tot_ha=-274.05307 homo_ev=-10.1 total_charge=0 multiplicity=1 lumo_energy_ev=0.894 homo_lumo_gap_ev=11.032
C -2.10072 -0.97706 -0.29781 2.66 1.16 3.42 -1.502
C -0.59246 -0.98819 -0.64747 -0.06 -0.52 1.63 0.886
C -0.28125 -1.62348 -1.97450 -1.17 0.79 -2.24 -1.522
O -0.37874 0.40254 -0.81501 2.21 1.58 -0.94 -0.656
H -2.53465 -1.43387 0.58198 0.71 -0.67 0.34 0.331
H -2.63550 -1.25600 -1.06425 -2.87 -1.68 -4.30 0.441
H -2.29895 0.05550 -0.15950 -0.41 1.03 0.18 0.352
H 0.03158 -1.44073 0.26140 -1.00 0.93 -1.93 0.261
H 0.79125 -1.82186 -2.11286 -0.44 0.01 -0.18 0.357
H -0.91327 -2.46967 -2.22924 0.42 -0.76 0.56 0.433
H -0.71319 -0.91407 -2.82785 1.35 -0.95 1.77 0.284
H 0.48063 0.64121 -1.30632 -1.91 -0.99 1.05 0.299
C 1.35749 0.77814 1.51440 1.35 -2.94 0.57 -0.284
C 1.40148 2.27277 1.58173 -1.89 0.38 3.59 -0.864
H 1.14451 0.39376 0.51165 -0.13 0.42 0.65 -0.194
H 2.39274 0.39445 1.68785 -0.60 0.01 0.16 0.326
H 0.68406 0.17405 2.22670 0.87 1.34 -0.88 0.269
H 1.57168 2.61782 0.58216 -0.41 1.00 -0.23 0.303
H 0.40204 2.54651 2.18826 1.92 0.30 -2.18 0.184
H 2.19128 2.64817 2.29868 -0.59 -0.43 -1.03 0.295

4.
21
Properties=species:S:1:pos:R:3:forces:R:3:lowdin_spin:R:1 method="wB97M-V/def2-TZVPD" e_tot_ha=-349.01911 homo_ev="-13.6 / -13.6" total_charge=+1 multiplicity=2 lumo_energy_ev="-5.082 / -8.188" homo_lumo_gap_ev="8.525 / 5.419" s_squared=0.75
C 1.76631 -1.89639 2.04637 -0.26 0.08 0.03 0.033
C 0.76074 -0.71179 2.05097 -0.63 0.42 0.71 0.048
C 0.87260 0.18062 0.89296 -0.15 -0.27 -0.95 0.254
C 2.07697 0.86281 0.64732 0.28 -0.14 0.48 0.510
C -0.21400 0.20620 -0.10695 -0.23 -0.08 0.45 0.050
H 2.57784 -1.67427 1.35358 0.06 -0.39 0.07 0.002
H 1.21931 -2.78799 1.74429 0.25 -0.01 -0.22 0.004
H 2.17647 -2.07622 3.04282 -0.09 0.17 -0.20 0.002
H 0.93112 -0.11670 2.95080 0.39 0.27 0.13 0.019
H -0.29213 -0.97766 2.16037 0.21 -0.50 -0.13 0.000
H 2.20292 1.72044 -0.00038 -0.25 -0.06 -0.14 0.022
H 2.95052 0.49289 1.16909 0.17 0.22 0.02 0.022
H -0.50699 1.19782 -0.41789 0.16 0.58 -0.09 0.011
H -1.10005 -0.30316 0.26029 0.03 -0.15 -0.11 0.002
H 0.14686 -0.27724 -1.02188 0.04 -0.14 -0.04 0.020
H -6.35435 -1.11800 -0.60554 -0.25 0.08 -0.02 0.000
H -6.83330 -0.18325 0.53613 -0.16 -0.04 -0.17 0.000
O -6.11765 -0.75535 0.25058 0.44 -0.03 0.18 0.000
H 1.01577 2.05854 -5.31888 0.26 0.28 -0.39 0.000
H 1.16668 3.51800 -5.75307 0.13 -0.20 -0.12 0.000
O 1.55433 2.64067 -5.88100 -0.40 -0.07 0.50 0.000

5.
22
Properties=species:S:1:pos:R:3:forces:R:3:lowdin_spin:R:1 method="wB97M-V/def2-TZVPD" e_tot_ha=-424.58295 homo_ev="-3.9 / -4.3" total_charge=-1 multiplicity=2 lumo_energy_ev="3.849 / 3.344" homo_lumo_gap_ev="7.727 / 7.676" s_squared=0.78
C 1.68799 -1.32355 -0.21450 0.96 0.40 -1.21 0.063
C 0.85806 -0.96310 -1.41604 -0.25 -0.86 -0.08 0.403
C 0.07653 0.17411 -1.41020 -0.49 1.06 0.86 0.029
C -1.16493 0.46815 -1.94581 0.42 0.22 -1.10 0.352
C -1.89729 1.72133 -1.55389 0.89 0.08 0.76 0.058
H 1.19019 -2.10957 0.35099 -0.20 0.42 0.47 0.020
H 2.67551 -1.74416 -0.46517 -0.17 -0.05 -0.33 0.015
H 0.61140 -1.76386 -2.11298 -0.01 0.05 -0.04 0.019
H 0.37222 0.94679 -0.69136 0.17 -0.39 0.21 -0.006
H -1.55051 -0.07616 -2.80614 -0.14 -0.34 0.28 0.017
H -2.02021 2.43307 -2.37309 -0.36 -0.16 -0.12 0.015
H -1.28633 2.23299 -0.80021 -0.02 0.01 -0.09 -0.001
H -2.82746 1.52516 -1.01732 -0.28 -0.07 -0.43 0.014
H 0.74090 0.41509 2.21066 0.64 0.57 0.59 0.000
H 1.35953 1.95336 2.38576 -0.03 -0.27 0.35 0.000
O 0.96341 1.34850 1.76071 -0.28 -0.05 -0.78 0.000
H 1.91254 -0.40098 0.31747 -0.41 -0.31 0.68 0.000
H 0.96313 -1.17921 3.64861 0.03 0.02 0.14 0.000
O 0.56942 -0.88736 2.83031 -0.11 -0.14 -0.33 0.002
H -0.62339 -1.11861 1.79810 -0.02 0.39 -0.27 0.000
H -1.20842 -0.62421 0.33280 0.63 0.17 -0.04 0.001
O -1.40228 -1.02777 1.17127 -0.98 -0.75 0.49 -0.001

6.
22
Properties=species:S:1:pos:R:3:forces:R:3:mulliken_charge:R:1 method="wB97M-V/def2-TZVPD" e_tot_ha=-424.49660 homo_ev=-8.8 total_charge=0 multiplicity=1 lumo_energy_ev=-0.892 homo_lumo_gap_ev=7.909
C -0.01155 0.06161 2.64342 -0.83 0.32 0.12 -0.687
C -0.72356 0.60665 1.58254 -0.09 1.22 -0.45 0.285
C -0.01760 1.09772 0.46940 0.54 0.59 0.42 -0.430
C -0.63238 1.47841 -0.65288 -0.51 -1.22 -0.58 0.090
C -0.00228 1.63490 -1.96577 -0.13 1.07 -0.18 -1.146
H -0.25049 -0.78713 1.80567 1.02 -1.52 -0.08 0.322
H -0.45925 -0.15897 3.60168 -0.23 -0.28 -0.17 0.319
H -1.79315 0.52250 1.44694 -0.23 -0.07 0.47 0.378
H 1.05808 1.09463 0.55258 0.19 -0.07 -0.30 0.305
H -1.71031 1.40563 -0.70239 -0.26 0.20 0.24 0.162
H -0.36008 2.56842 -2.43608 0.27 -0.30 0.01 0.416
H 1.07460 1.57270 -1.93932 0.25 0.04 0.04 0.287
H -0.39345 0.81338 -2.55940 -0.06 -0.25 -0.15 0.256
H 1.41078 -1.15999 -0.17705 0.60 0.08 -0.57 0.416
H 3.01406 -1.00946 -0.52632 -0.11 -0.12 0.04 0.248
O 2.15054 -0.63098 -0.70508 -0.02 0.34 0.17 -0.691
H 1.04047 0.27074 2.63291 0.38 -0.23 -0.01 0.274
H 0.64978 -2.71099 0.62288 -0.25 0.08 -0.08 0.114
O 0.28514 -1.85290 0.37664 -0.48 0.08 1.03 -0.966
H -0.77999 -1.62549 -0.87119 -0.07 -0.10 -0.11 0.418
H -2.16207 -1.88559 -1.59968 0.42 0.16 0.07 0.280
O -1.38727 -1.30577 -1.59947 -0.39 -0.02 0.03 -0.650

7.
22
Properties=species:S:1:pos:R:3:forces:R:3:mulliken_charge:R:1 method="wB97M-V/def2-TZVPD" e_tot_ha=-424.56708 homo_ev=-10.0 total_charge=0 multiplicity=1 lumo_energy_ev=0.591 homo_lumo_gap_ev=10.583
C -1.90935 -1.40898 2.82064 -0.92 0.25 0.42 -1.179
C -1.05234 -1.78183 1.63605 0.63 -1.01 1.68 -0.405
C -1.19945 -0.95832 0.39862 -0.53 -2.27 -0.06 -0.389
O -0.43277 0.15633 0.54530 1.06 1.78 0.34 -0.279
C -0.64362 1.01424 -0.54496 -2.76 -1.17 -0.67 -0.280
O -0.06417 2.20720 -0.49591 1.27 1.75 0.84 -0.360
C 1.31578 2.16385 -0.76269 0.92 -0.53 -0.61 -0.619
H -1.79301 -2.21249 3.56725 -0.22 0.45 -0.08 0.351
H -2.95896 -1.39263 2.48204 0.15 0.05 0.43 0.298
H -1.68044 -0.44413 3.30362 0.01 -0.33 -0.34 0.286
H -0.02465 -1.72214 2.04318 -0.10 -0.21 -0.81 0.222
H -1.30182 -2.85268 1.50768 0.38 0.46 -0.64 0.333
H -0.84394 -1.59007 -0.43802 -0.14 0.36 -0.16 0.332
H -2.27903 -0.76954 0.24265 0.26 0.34 -0.15 0.309
H -0.42543 0.42415 -1.45580 0.30 0.27 -0.14 0.356
H -1.72432 1.25407 -0.55016 0.13 -0.26 -0.19 0.248
H 1.85533 1.51729 -0.05033 -0.22 0.24 -0.15 0.265
H 1.79982 3.15489 -0.77453 -0.70 -0.30 0.14 0.256
H 1.39578 1.72118 -1.76980 0.48 0.12 0.16 0.260
O 4.18457 0.74861 -4.15465 -0.62 -0.73 0.80 -0.646
H 4.48069 0.43740 -3.26938 -0.35 0.31 -0.95 0.323
H 3.30134 0.33359 -4.28080 0.96 0.42 0.16 0.318

8.
22
Properties=species:S:1:pos:R:3:forces:R:3:mulliken_charge:R:1 method="wB97M-V/def2-TZVPD" e_tot_ha=-424.59617 homo_ev=-9.5 total_charge=0 multiplicity=1 lumo_energy_ev=0.436 homo_lumo_gap_ev=9.943
C -1.04809 0.30467 -2.35064 -0.88 0.70 1.00 -1.251
C -1.39501 0.51046 -0.83615 0.83 -0.99 -0.35 0.082
C -1.89569 -0.82042 -0.24760 -0.03 -0.61 0.34 -1.010
C -0.72690 -1.65695 0.32065 -0.03 0.55 -0.41 -0.422
C -0.35498 -1.17083 1.68792 0.47 -0.12 0.56 -0.009
O 0.32823 -1.81047 2.44920 0.00 -0.02 0.00 -0.510
H -0.12453 0.82340 -2.58751 0.09 -0.15 -0.24 0.316
H -1.85086 0.70607 -2.96951 0.05 -0.05 -0.15 0.315
H -0.99355 -0.76124 -2.53287 0.38 -0.15 -0.29 0.350
H -0.43345 0.70722 -0.36395 -0.19 0.41 0.31 -0.060
H -2.05472 1.34593 -0.62709 -0.09 0.07 -0.19 0.432
H -2.60250 -0.74371 0.58365 -0.15 0.47 -0.13 0.398
H -2.42205 -1.38376 -1.01730 -0.05 -0.09 -0.04 0.408
H -0.87760 -2.73194 0.41367 -0.28 -0.01 -0.14 0.368
H 0.16138 -1.52354 -0.30767 0.01 -0.07 -0.02 0.252
H -0.72471 -0.18304 2.02793 -0.14 0.06 -0.29 0.344
O 3.19796 1.12962 -1.25943 -0.48 0.02 0.91 -0.595
H 3.97439 0.99976 -1.77789 0.78 0.01 -1.04 0.274
H 3.51472 0.82082 -0.40267 -0.38 -0.01 0.20 0.324
O 0.86989 2.40631 0.82528 -0.97 -0.42 -0.19 -0.611
H 1.58335 2.56171 0.20311 0.41 0.19 0.47 0.309
H 1.06154 2.61804 1.74079 0.65 0.21 -0.30 0.294

9.
22
Properties=species:S:1:pos:R:3:forces:R:3:lowdin_spin:R:1 method="wB97M-V/def2-TZVPD" e_tot_ha=-424.19856 homo_ev="-13.7 / -13.7" total_charge=+1 multiplicity=2 lumo_energy_ev="-4.807 / -8.970" homo_lumo_gap_ev="8.894 / 4.730" s_squared=0.76
C -2.28476 -2.46964 1.12748 -0.32 0.26 -0.36 0.017
C -1.97866 -0.95725 1.28727 0.01 0.88 -3.65 0.062
C 1.45498 0.89229 1.77025 0.67 1.58 3.05 0.066
O 1.54371 2.25943 2.29667 -1.43 0.70 -0.29 0.143
C 0.10411 0.54306 1.32254 2.15 -0.48 -0.75 0.298
C -0.57797 -0.58705 1.70923 -2.61 -0.95 0.72 0.296
H -3.29521 -2.90259 0.91040 0.57 1.50 -0.11 0.000
H -2.05782 -2.89837 2.03901 0.58 -1.15 2.15 0.000
H -1.60317 -2.90714 0.44254 0.57 -0.33 -0.90 0.002
H -2.72142 -0.56723 1.98189 0.07 0.52 0.41 0.031
H -2.17197 -0.41621 0.25192 0.19 -0.78 2.07 0.006
H 2.28926 1.11315 1.10219 -0.17 -1.38 -1.35 0.045
H 1.90766 0.37532 2.65846 -0.73 -0.53 -1.07 0.011
H 0.77808 2.80994 2.02085 0.57 -0.29 0.27 0.002
H -0.25018 1.10609 0.50137 -0.81 0.90 -0.61 0.010
H -0.19389 -1.18771 2.50717 0.68 -0.44 0.29 0.009
H 2.39920 0.65485 -5.44864 -0.02 1.22 2.92 0.000
H 3.12020 1.72282 -4.54956 -0.19 -0.13 0.01 0.000
O 2.39646 1.08105 -4.49575 0.28 -1.05 -2.97 0.000
H 0.16022 1.10603 -3.87139 -0.40 -1.58 2.89 0.000
H 0.96714 0.61852 -2.60724 -2.01 -0.08 -1.03 0.000
O 0.01403 0.61067 -2.95666 2.36 1.61 -1.70 0.000

10.
25
Properties=species:S:1:pos:R:3:forces:R:3:mulliken_charge:R:1 method="wB97M-V/def2-TZVPD" e_tot_ha=-1510.53368 homo_ev=-8.5 total_charge=0 multiplicity=1 lumo_energy_ev=0.630 homo_lumo_gap_ev=9.097
C 1.67999 -1.58171 1.09172 1.23 -0.90 0.65 -0.688
C 0.44022 -1.43160 0.67804 0.25 1.11 -0.48 0.412
S -0.72703 -2.70839 0.89887 -0.48 -0.12 0.09 -0.236
Si 0.07538 0.09787 -0.39126 -1.59 -3.70 -0.25 0.219
O -1.55931 -0.15301 -0.39522 0.89 -0.06 -0.17 -0.117
C -2.55068 0.29975 -1.25725 1.30 3.28 0.32 -0.797
O 0.83802 -0.06585 -1.83097 -0.33 0.33 0.36 -0.337
C 1.39728 -1.25378 -2.41851 -1.15 0.52 -0.54 -0.659
O 0.22976 1.48024 0.30992 1.17 1.73 0.57 -0.080
C 1.21258 2.48073 0.43269 -0.15 1.95 -2.98 -0.761
H 2.39352 -0.77003 1.04510 0.18 0.05 -0.31 0.222
H 2.06504 -2.52536 1.51326 -0.25 0.54 0.09 0.252
H -1.73450 -1.83042 1.07592 -0.01 -0.43 -0.16 0.116
H -2.59076 1.44055 -1.22282 -0.02 -1.04 0.00 0.252
H -3.45563 -0.00769 -0.83363 -1.63 -0.87 -0.20 0.278
H -2.30936 0.09446 -2.28082 -0.44 -0.75 -0.64 0.302
H 1.46353 -2.04245 -1.69423 -0.26 -0.55 0.42 0.363
H 2.43523 -0.96713 -2.60498 -0.26 -0.36 -1.01 0.259
H 0.69114 -1.59416 -3.27917 1.79 0.68 1.18 0.209
H 2.00268 2.57870 -0.45170 -1.58 -0.82 1.78 0.255
H 1.69062 2.45589 1.37499 0.57 -0.22 0.95 0.304
H 0.61178 3.41692 0.33622 0.78 -0.36 0.37 0.285
S -0.96572 1.24039 3.29541 1.42 1.66 2.40 -0.196
H -1.52994 0.59900 2.39516 -1.45 -1.69 -2.59 0.003
H -1.80384 0.74706 4.21325 0.03 0.04 0.14 0.142

Energy above the lowest of the compared OMol25 structures with the same formula, charge and spin: 16.4, 18.7, 55.8, 21.3, 12.8, 68.8, 24.6, 6.3, 35.1, 30.2 (kcal/mol)